Density functional theory data (ωB97M-V/def2-TZVPD) for a 8-piece molecular cluster, C32H32B2N5O17 overall at a distorted geometry.

The geometry in ORCA input format:
```
! wB97M-V def2-TZVPD RIJCOSX def2/J DEFGRID3
* xyz -1 1
O -3.43144 0.10791 3.79205
O 0.61084 -3.40955 0.77026
O -2.85844 -0.53532 -4.36706
O -4.70156 1.13886 2.28105
O -4.49237 -2.26988 -4.15126
O -3.00823 -1.62977 -2.29405
O -3.27226 0.95143 0.42716
O -5.49795 4.49985 -0.59191
O -0.94237 -1.10248 -1.56371
O -4.88648 -0.26717 -3.01975
O -6.96549 2.14923 -1.47715
O -6.61658 -2.82493 -4.57543
O -7.09828 -0.19123 -3.28547
O -1.68262 -0.29284 1.42436
O -5.72981 1.11971 0.07282
O -4.54571 3.01578 0.79931
O -0.83009 0.35105 -4.09778
N 1.00811 -0.24959 0.71330
N 2.43463 0.31463 -1.69766
N 2.92871 -1.76909 2.23805
N 2.45797 1.92129 2.29277
N -0.24629 2.34263 0.22497
C -2.07665 4.09715 -0.87798
C -1.75897 -0.28453 -3.71481
C -0.79599 3.32613 0.94859
C 2.42085 0.72645 -4.06034
C 3.93696 2.39239 4.10180
C 2.42833 -2.63636 3.11198
C -5.38170 3.40507 -0.14569
C -6.13295 2.15815 -0.64572
C 1.93859 0.12750 -2.91014
C -0.61389 2.23252 -1.05035
C -1.83607 -1.04892 -2.35216
C 4.17436 1.61131 -2.71516
C -1.73644 4.20860 0.46577
C 3.21236 -3.24027 4.09228
C 3.07020 1.55352 3.42513
C 3.57105 4.03598 2.44843
C -6.06412 -0.73465 -3.43414
C 2.71720 3.13178 1.82438
C 3.57451 1.01161 -1.62277
C 1.31621 -3.63920 -0.42269
C 4.55376 -2.95201 4.18081
C 0.82173 -5.00384 -0.89486
C -3.62406 0.49647 2.68478
C 3.59577 1.44838 -3.95866
C -0.54140 -4.22263 0.91960
C -2.72378 0.31536 1.44332
C 4.25308 3.63206 3.58338
C -1.49790 3.11480 -1.65866
C 4.23218 -1.49086 2.31179
C 5.07851 -2.11697 3.20166
C -0.63956 -4.95082 -0.45179
C -5.79815 -2.09735 -4.11518
B -4.57055 1.52860 0.87203
B -3.81497 -1.16710 -3.45573
H 1.43810 -0.00345 -0.23556
H 5.24798 -3.40894 4.87149
H 1.88459 0.59509 -4.98822
H -1.13407 -5.91974 -0.44658
H 1.12053 -2.86840 -1.17873
H 0.99855 -0.40813 -2.96494
H 1.37157 -2.84709 3.01942
H 4.37251 1.96340 4.99939
H 0.87113 0.60646 1.25986
H -0.38620 -5.00929 1.66543
H 4.60921 -0.86623 1.51153
H 1.32283 -5.84204 -0.40115
H 3.70213 5.03691 2.05997
H 0.04575 -0.57285 0.54534
H 1.68005 -0.91481 1.19795
H 4.02181 1.00841 -0.63480
H 4.98207 4.27225 4.06194
H -1.19014 -4.26037 -1.09021
H 6.13458 -1.89294 3.11430
H -2.28125 4.86564 1.12816
H -1.81463 3.04836 -2.69003
H -1.43029 -3.62583 1.09377
H 2.18762 3.45124 0.93319
H -0.13502 1.41991 -1.57633
H 2.69420 -3.88605 4.79032
H 2.40145 -3.63299 -0.27954
H 0.87726 -5.21194 -1.96461
H 4.05117 1.85261 -4.85445
H -0.55500 3.26259 2.00796
H -2.85413 4.73602 -1.27982
H 2.72077 0.61039 3.82287
H 5.12205 2.10297 -2.54165
*
```

## Properties
E_LUMO = 1.64 eV
Largest force on an atom = 0.0426 Eh/bohr
Energy above the lowest of the compared OMol25 structures with the same formula, charge and spin = 0.0 kcal/mol
HOMO energy = -6.594 eV